Density functional theory data (the ωB97M-V functional and the def2-TZVPD basis) for a molecular structure, C4H7O3Tl at a distorted geometry.

E_tot: -15094.0009 eV
Relative energy (zero: lowest compared OMol25 entry of this formula, charge and spin): 183.6 kJ/mol
Largest force on an atom: 3.49 eV Å⁻¹

Geometry as ORCA input:
```
! wB97M-V def2-TZVPD RIJCOSX def2/J DEFGRID3
* xyz 0 1
H -0.898 -2.564 2.388
O -0.961 0.764 -0.080
C 0.225 0.419 -0.563
O 1.065 -0.207 0.057
O 0.360 0.869 -1.784
C 1.620 0.636 -2.431
H 2.427 1.102 -1.854
H 1.795 -0.441 -2.529
H 1.532 1.103 -3.415
C -1.231 0.463 1.265
H -0.659 1.056 1.983
C -1.963 -0.624 1.573
H -2.358 -1.265 0.782
H -2.288 -0.746 2.608
Tl 0.878 -1.630 1.773
*
```

Density functional theory data (the ωB97M-V functional and the def2-TZVPD basis) for a molecular structure, C6H7NS at a distorted geometry.

E_tot: -18652.3018 eV
Relative energy (zero: lowest compared OMol25 entry of this formula, charge and spin): 815.0 kJ/mol
Largest force on an atom: 4.60 eV Å⁻¹

Geometry as ORCA input:
```
! wB97M-V def2-TZVPD RIJCOSX def2/J DEFGRID3
* xyz 0 1
C -0.010 -0.646 2.814
C -0.179 -0.227 1.144
C -0.519 -0.267 -1.117
C -1.346 -0.429 2.181
C 0.715 -0.275 -1.934
C 0.762 1.242 -2.281
N 0.727 -0.978 1.706
S -0.990 1.287 -1.652
H 0.367 -0.117 3.595
H -1.773 -1.464 2.036
H -2.028 0.258 2.510
H 1.704 -0.774 -1.451
H 0.360 -0.915 -2.874
H 1.213 1.716 -1.381
H 0.997 1.590 -3.294
*
```

Density functional theory data (the ωB97M-V functional and the def2-TZVPD basis) for 2 unconnected molecules or ions with the total composition C28H35N2OS at a distorted geometry.

E_tot: -45456.7500 eV
Largest force on an atom: 1.78 eV Å⁻¹

Geometry as ORCA input:
```
! wB97M-V def2-TZVPD RIJCOSX def2/J DEFGRID3
* xyz 1 1
C 5.564 -4.154 -2.937
N 4.147 -4.462 -2.952
C 3.807 -5.574 -3.821
C 3.222 -3.716 -2.284
C 1.830 -4.028 -2.338
C 0.883 -3.175 -1.779
C 1.267 -2.006 -1.065
C 0.321 -1.044 -0.501
C -0.982 -0.893 -1.047
C -2.022 -0.126 -0.522
C -3.403 -0.488 -0.717
C -4.436 0.097 0.069
C -5.755 -0.323 -0.049
C -6.078 -1.365 -0.943
C -5.079 -1.962 -1.724
C -3.760 -1.533 -1.618
C 0.762 -0.189 0.604
C 0.441 1.173 0.591
C 0.724 2.016 1.645
C 1.466 1.536 2.753
N 1.851 2.391 3.741
C 2.477 1.933 4.962
C 1.774 3.831 3.584
C 1.809 0.156 2.784
C 1.481 -0.676 1.724
C 2.662 -1.773 -0.929
C 3.617 -2.577 -1.533
H 5.907 -3.827 -1.949
H 6.112 -5.063 -3.218
H 5.829 -3.374 -3.672
H 2.786 -5.485 -4.206
H 4.514 -5.580 -4.666
H 3.911 -6.541 -3.298
H 1.489 -4.932 -2.835
H -0.179 -3.412 -1.858
H -1.161 -1.451 -1.971
H -1.854 0.686 0.180
H -4.152 0.854 0.803
H -6.524 0.122 0.587
H -7.110 -1.724 -1.001
H -5.321 -2.795 -2.388
H -2.993 -2.026 -2.204
H -0.071 1.561 -0.274
H 0.385 3.051 1.613
H 2.097 0.949 5.247
H 3.569 1.866 4.857
H 2.254 2.645 5.764
H 1.776 4.117 2.527
H 0.868 4.247 4.051
H 2.645 4.299 4.060
H 2.358 -0.249 3.629
H 1.753 -1.730 1.759
H 3.013 -0.910 -0.367
H 4.667 -2.310 -1.451
C -3.783 3.642 1.374
S -2.901 4.098 -0.136
C -1.949 5.509 0.473
C -1.985 2.807 -0.623
O -3.869 4.580 -1.132
H -3.083 3.225 2.104
H -4.258 4.544 1.777
H -4.542 2.902 1.107
H -1.064 5.207 1.043
H -1.653 6.102 -0.399
H -2.617 6.093 1.120
H -0.934 3.084 -0.820
H -2.522 2.149 -1.306
*
```

Density functional theory data (the ωB97M-V functional and the def2-TZVPD basis) for a molecular structure, C24H30Cl2F5N7OSe3SiY.

E_tot: -281447.7229 eV
Relative energy (zero: lowest compared OMol25 entry of this formula, charge and spin): 0.0 kJ/mol
Largest force on an atom: 0.21 eV Å⁻¹

Geometry as ORCA input:
```
! wB97M-V def2-TZVPD RIJCOSX def2/J DEFGRID3
* xyz 1 1
Y -0.044 -0.701 -0.421
Se 1.327 -4.675 -1.535
Se 2.298 -3.083 -0.175
C 1.091 -3.319 1.307
C 1.430 -4.137 2.370
C 0.506 -4.290 3.393
C -0.708 -3.629 3.307
C -0.949 -2.822 2.208
N -0.063 -2.662 1.224
C 0.398 -3.568 -2.804
C 0.222 -4.181 -4.040
C -0.456 -3.507 -5.037
C -0.915 -2.227 -4.772
C -0.685 -1.692 -3.522
N -0.052 -2.343 -2.526
H 2.388 -4.635 2.391
H 0.732 -4.921 4.243
H -1.456 -3.726 4.080
H -1.869 -2.262 2.109
H 0.635 -5.166 -4.214
H -0.602 -3.965 -6.006
H -1.432 -1.639 -5.516
H -1.020 -0.684 -3.302
C -4.030 2.691 1.300
N -2.809 2.011 1.721
C -1.801 2.764 2.457
C -2.472 0.798 1.241
N -1.319 0.223 1.394
N -3.510 0.134 0.592
C -3.443 -1.011 -0.174
N -4.680 -1.461 -0.532
N -2.335 -1.548 -0.542
H -4.015 3.702 1.694
H -4.926 2.207 1.700
H -4.088 2.760 0.211
H -2.255 3.673 2.838
H -0.957 3.032 1.818
H -1.435 2.190 3.310
H -0.678 0.806 1.922
H -4.357 0.659 0.465
H -5.462 -1.286 0.077
H -4.737 -2.301 -1.081
H -2.492 -2.419 -1.041
C 1.655 1.378 3.139
Si 2.626 0.380 1.883
C 3.910 1.483 1.085
C 3.495 -1.017 2.781
O 1.620 -0.233 0.754
H 2.302 1.752 3.935
H 0.879 0.769 3.614
H 1.186 2.246 2.667
H 4.496 2.006 1.845
H 3.442 2.241 0.452
H 4.617 0.912 0.476
H 4.227 -0.626 3.492
H 4.037 -1.668 2.087
H 2.788 -1.634 3.342
Cl 3.636 -1.704 -2.985
C 3.387 -0.176 -2.141
Cl 1.778 0.512 -2.488
H 4.125 0.540 -2.481
H 3.430 -0.338 -1.069
F 1.839 6.405 -1.868
C 1.092 5.307 -1.871
C 0.157 5.097 -2.872
F 0.010 6.003 -3.835
C -0.616 3.948 -2.868
F -1.497 3.791 -3.858
C -0.495 2.979 -1.880
Se -1.569 1.409 -1.889
C 0.448 3.227 -0.896
F 0.641 2.323 0.091
C 1.239 4.359 -0.874
F 2.138 4.537 0.097
*
```

Density functional theory data (the ωB97M-V functional and the def2-TZVPD basis) for a single C8H14O2S2 molecule.

E_tot: -34289.5954 eV
Relative energy (zero: lowest compared OMol25 entry of this formula, charge and spin): 2.0 kJ/mol
Largest force on an atom: 0.66 eV Å⁻¹
Structure (SMILES): O=C(O)CCCC[C@@H]1CCSS1

Geometry as ORCA input:
```
! wB97M-V def2-TZVPD RIJCOSX def2/J DEFGRID3
* xyz 0 1
O 0.930 1.203 -3.762
C 1.181 1.551 -2.641
O 2.360 2.095 -2.305
C 0.257 1.468 -1.454
C -0.970 0.612 -1.752
C -2.088 0.792 -0.728
C -1.724 0.395 0.704
C -1.408 -1.088 0.873
C -1.570 -1.592 2.306
C -0.511 -0.965 3.203
S 1.028 -0.665 2.233
S 0.337 -1.498 0.478
H 2.942 2.144 -3.080
H 0.834 1.077 -0.615
H -0.039 2.491 -1.204
H -1.349 0.887 -2.738
H -0.669 -0.436 -1.802
H -2.395 1.840 -0.720
H -2.950 0.200 -1.047
H -0.878 0.992 1.049
H -2.576 0.633 1.347
H -2.007 -1.690 0.186
H -1.450 -2.678 2.306
H -2.566 -1.358 2.688
H -0.818 0.013 3.573
H -0.259 -1.607 4.045
*
```

Density functional theory data (the ωB97M-V functional and the def2-TZVPD basis) for a single C3H8I3NSi molecule at a distorted geometry.

E_tot: -36913.2683 eV
Relative energy (zero: lowest compared OMol25 entry of this formula, charge and spin): 33.7 kJ/mol
Largest force on an atom: 6.56 eV Å⁻¹
Structure (SMILES): CC(C)N[Si](I)(I)I

Geometry as ORCA input:
```
! wB97M-V def2-TZVPD RIJCOSX def2/J DEFGRID3
* xyz 0 1
C -0.633 1.174 -1.131
C -0.607 0.012 -0.217
C -1.742 0.030 0.826
N 0.629 0.061 0.449
Si 2.158 -1.076 0.189
I 1.217 -3.372 -0.233
I 3.733 -0.477 -1.562
I 2.958 -1.028 2.494
H -0.763 2.054 -0.592
H 0.257 1.354 -1.770
H -1.503 1.041 -1.654
H -0.646 -0.885 -0.788
H -1.443 0.736 1.536
H -1.861 -0.961 1.204
H -2.787 0.415 0.557
H 1.034 0.922 0.691
*
```

Density functional theory data (the ωB97M-V functional and the def2-TZVPD basis) for a molecular structure, C26H25BrF4MnN2OP.

E_tot: -153901.4847 eV
Relative energy (zero: lowest compared OMol25 entry of this formula, charge and spin): 0.0 kJ/mol
Largest force on an atom: 0.45 eV Å⁻¹
⟨S²⟩: 6.39

Geometry as ORCA input:
```
! wB97M-V def2-TZVPD RIJCOSX def2/J DEFGRID3
* xyz 2 5
Mn 0.720 -0.158 -1.834
F 6.543 -0.698 1.975
C 5.284 -0.524 1.656
C 4.324 -0.388 2.645
F 4.667 -0.434 3.912
C 2.998 -0.203 2.279
F 2.096 -0.071 3.246
C 2.585 -0.155 0.954
P 0.847 0.204 0.584
C 0.492 1.793 1.335
C 1.018 2.932 0.724
C 0.826 4.176 1.301
C 0.097 4.283 2.479
C -0.426 3.150 3.088
C -0.223 1.899 2.526
C -0.167 -1.075 1.342
C -1.548 -0.870 1.337
C -2.395 -1.844 1.839
C -1.867 -3.031 2.336
C -0.496 -3.247 2.319
C 0.357 -2.273 1.819
C 3.579 -0.294 -0.019
Br 3.264 -0.223 -1.909
C 4.907 -0.475 0.315
F 5.836 -0.601 -0.616
H 1.589 2.852 -0.196
H 1.244 5.058 0.834
H -0.058 5.254 2.930
H -0.982 3.238 4.012
H -0.608 1.016 3.020
H -1.967 0.058 0.960
H -3.462 -1.672 1.859
H -2.527 -3.784 2.747
H -0.086 -4.169 2.710
H 1.425 -2.453 1.818
C -0.490 -5.199 -3.387
N -0.864 -4.359 -2.234
C -1.851 -4.873 -1.273
C -0.414 -3.158 -2.135
N -0.014 -2.071 -2.027
H -0.146 -6.162 -3.016
H 0.313 -4.719 -3.940
H -1.354 -5.336 -4.034
H -1.499 -5.830 -0.890
H -2.811 -5.004 -1.770
H -1.951 -4.171 -0.448
O -0.036 0.641 -3.557
C -0.762 0.953 -2.654
C -3.140 3.658 -1.407
C -1.804 2.950 -1.593
C -0.739 3.900 -2.126
C -1.991 1.766 -2.565
H -3.026 4.491 -0.714
H -3.902 2.989 -1.007
H -3.504 4.062 -2.353
H -1.479 2.546 -0.628
H -1.039 4.316 -3.090
H 0.232 3.415 -2.267
H -0.590 4.729 -1.436
H -2.252 2.106 -3.571
H -2.774 1.091 -2.204
*
```